Record 1
Here is an isolated molecule of C20H22O6 in a non-equilibrium geometry from OMol25. Energies are from wB97M-V/def2-TZVPD.

Geometry as XYZ:
```
48
Properties=species:S:1:pos:R:3:mulliken_charge:R:1
O 3.4867 1.3540 2.1365 -0.710
O 2.3183 -3.2012 -0.0706 -0.536
O 2.8314 -0.3705 0.1976 -0.606
O -1.3702 -2.6036 1.5740 -0.636
O 0.2410 -3.1619 -0.9799 -0.247
O -4.1402 -2.5922 1.1358 -0.587
C 1.6261 -0.5008 0.9891 1.174
C 2.2329 2.7114 0.6531 -0.377
C 1.4062 0.5665 1.9118 0.065
C 0.9373 3.5811 0.3973 0.773
C 2.5267 -0.2653 -1.2101 -1.015
C -0.5078 -0.7194 2.6955 -1.063
C -0.3385 -1.6905 1.7209 0.617
C 0.8038 -1.6275 0.8373 -0.106
C -3.3011 -2.8212 0.0704 0.165
C -1.6727 -3.1709 -2.1711 -1.003
C -1.8657 -2.8465 0.2777 0.896
C 1.1897 -2.7587 -0.0866 0.493
C 0.9146 4.6941 1.3111 -1.448
C -3.0199 -3.1084 -2.3314 0.920
C 0.2566 0.3948 2.7668 -0.833
C -1.0303 -3.0534 -0.8683 0.285
C -3.8434 -2.9225 -1.1652 -0.641
C 2.1913 1.8453 1.9407 0.067
C 0.8136 4.0695 -1.1021 -1.540
C -3.6881 -2.9791 -3.7570 -1.428
H 3.1033 3.4700 0.6873 0.322
H 2.3251 2.1158 -0.2608 -0.345
H 0.7803 4.3380 2.3478 0.347
H -0.1695 4.6063 -1.1836 0.376
H -4.8861 -2.6062 -1.1812 0.337
H 0.1021 2.8456 0.5958 0.086
H 1.5157 4.8695 -1.2751 0.352
H -4.5067 -2.2175 -3.8273 0.303
H 1.8698 2.5423 2.6843 0.593
H -1.1086 -3.3062 -3.1059 0.327
H 3.7696 0.6682 1.5572 0.402
H 0.0302 1.2430 3.4004 0.392
H -3.6786 -2.7237 1.9553 0.330
H 3.0537 0.6494 -1.6284 0.381
H -0.0256 5.1916 1.1061 0.427
H 1.4967 -0.4182 -1.5682 0.322
H 3.1782 -1.0787 -1.5975 0.288
H 0.7865 3.2447 -1.7670 0.428
H -1.2588 -0.8498 3.3821 0.601
H -2.9890 -2.8618 -4.5549 0.374
H 1.8045 5.3358 1.3285 0.320
H -4.1909 -3.8815 -3.9683 0.357
```

Output
* HOMO level: -0.3191 Eh
* 2S+1: 1
* frontier orbital gap: 8.757 eV
* SMILES string: COc1c([C@@H](O)CC(C)C)ccc2c1C(=O)Oc1cc(C)cc(O)c1O2
* energy above the lowest of the compared OMol25 structures with the same formula, charge and spin: 230.2 kJ/mol



Record 2
Here is a 3-piece molecular cluster, H6O3 overall from OMol25. Energies are from wB97M-V/def2-TZVPD.

Geometry as XYZ:
```
9
Properties=species:S:1:pos:R:3:mulliken_charge:R:1
O 2.7866 1.4656 0.3626 -0.644
O -1.8809 -2.3685 0.7536 -0.641
O -0.9065 0.4821 -1.2013 -0.632
H -0.0072 0.5660 -0.8845 0.327
H 3.2246 0.8554 0.9560 0.322
H -2.8057 -2.5963 0.8487 0.313
H -1.8817 -1.5890 0.1981 0.320
H 2.4147 2.1344 0.9376 0.322
H -0.9439 1.0503 -1.9708 0.312
```

Output
* HOMO level: -0.4116 Eh
* 2S+1: 1
* frontier orbital gap: 11.891 eV
* SMILES string: O.O.O
* energy above the lowest of the compared OMol25 structures with the same formula, charge and spin: 44.5 kJ/mol



Record 3
Here is an isolated molecule of C4H11ClSi in a non-equilibrium geometry from OMol25. Energies are from wB97M-V/def2-TZVPD.

Geometry as XYZ:
```
17
Properties=species:S:1:pos:R:3:mulliken_charge:R:1
Cl 2.9848 -0.7897 0.0963 -0.257
Si 1.4531 0.4511 -0.3605 0.553
C -0.0777 -0.7507 -0.6245 0.032
C -1.3650 -0.0442 -1.1417 -1.146
C -0.4612 -1.3273 0.8177 -1.313
C 0.7664 1.5794 0.9934 -0.933
H -1.0355 0.3423 -2.1110 0.332
H -0.2200 1.1727 1.2058 0.220
H 0.2458 -1.9261 1.3331 0.340
H -1.3425 -1.9576 0.6106 0.348
H 0.1991 -1.6762 -1.2735 0.308
H -0.6932 -0.4713 1.4596 0.385
H 1.4358 1.6339 1.8714 0.312
H -2.2270 -0.7436 -1.3923 0.357
H 1.6181 1.2285 -1.7069 -0.127
H 0.4530 2.6228 0.6263 0.281
H -1.7341 0.6560 -0.4040 0.307
```

Output
* HOMO level: -0.3607 Eh
* 2S+1: 1
* frontier orbital gap: 10.698 eV
* SMILES string: CC(C)[Si@@H](C)Cl
* energy above the lowest of the compared OMol25 structures with the same formula, charge and spin: 141.5 kJ/mol